a:
13
Properties=species:S:1:pos:R:3:nbo_charge:R:1 method="wB97M-V/def2-TZVPD" smiles="Cc1csn(O)c1=O" orbital_gap_ev=9.029 homo_energy_ha=-0.309 e_lumo_ev=0.62
S -0.92293 0.43112 2.11347 0.58
O 1.44855 -0.65721 2.57443 -0.51
O 1.84251 -0.70100 -0.15441 -0.64
N 0.50040 -0.23460 1.64381 -0.32
C -0.42605 0.17357 -0.43502 -0.13
C 0.77428 -0.29415 0.25174 0.57
C -1.30979 0.65735 0.43483 -0.36
C -0.47251 0.10004 -1.89840 -0.64
H -1.44843 0.23226 -2.27731 0.23
H 0.24830 -0.75437 -2.25823 0.26
H -0.03597 1.03941 -2.15409 0.23
H -2.20693 1.14439 0.21189 0.23
H 2.00859 -1.13680 1.94729 0.49

---

b:
13
Properties=species:S:1:pos:R:3:nbo_charge:R:1 method="wB97M-V/def2-TZVPD" smiles="O=CO/C=C/NC=S" orbital_gap_ev=8.696 homo_energy_ha=-0.314 e_lumo_ev=0.14
S -1.67243 -1.24183 -2.97661 -0.10
O 1.63566 1.82884 2.53033 -0.55
O 0.28412 1.83407 0.67439 -0.50
N -0.28056 -1.52269 -0.65072 -0.57
C 0.33403 0.44766 0.59361 0.06
C 0.95908 2.43041 1.74614 0.65
C -0.20869 -0.17308 -0.45106 -0.08
C -0.95785 -2.04248 -1.74031 -0.09
H 0.83499 3.53304 1.62285 0.14
H -0.67792 0.36443 -1.24502 0.24
H -1.01851 -3.16436 -1.63403 0.20
H 0.78458 -0.08031 1.47754 0.21
H -0.01650 -2.21372 0.05289 0.41

---

c:
13
Properties=species:S:1:pos:R:3:nbo_charge:R:1 method="wB97M-V/def2-TZVPD" smiles=Nc1scc(O)c1O orbital_gap_ev=8.289 homo_energy_ha=-0.280 e_lumo_ev=0.67
S -1.05461 -0.55623 -1.69038 0.34
O 1.50553 0.16223 1.18219 -0.69
O -1.26273 0.68715 2.10014 -0.67
N 1.56204 -0.92002 -1.69674 -0.81
C -1.85593 0.04412 -0.21779 -0.49
C 0.46780 0.01595 0.31565 0.18
C 0.50970 -0.43377 -0.96679 -0.09
C -1.04050 0.30080 0.81475 0.24
H -2.92350 -0.08592 -0.39931 0.23
H 2.42979 -0.43601 -1.77851 0.39
H -1.98534 0.11964 2.28629 0.49
H 1.32756 -1.18066 -2.64462 0.37
H 1.35006 0.82224 1.90457 0.50

---

d:
13
Properties=species:S:1:pos:R:3:nbo_charge:R:1 method="wB97M-V/def2-TZVPD" orbital_gap_ev=9.136 homo_energy_ha=-0.340 e_lumo_ev=-0.11
S -2.82017 -1.39024 -0.24190 0.04
O -0.36234 0.10349 -0.32017 -0.50
O 3.36124 -1.55518 -0.06818 -0.51
N -2.72667 0.37323 0.32006 -0.50
C 2.01624 0.42013 0.05639 -0.38
C 0.79232 0.82456 -0.33079 0.22
C -1.50396 0.69518 0.08283 0.37
C 2.29250 -1.04040 0.15241 0.42
H -1.34798 1.82408 0.07547 0.14
H -4.23624 -1.40931 0.62744 0.17
H 1.22871 -1.58465 0.55281 0.10
H 2.86177 0.96760 -0.22257 0.24
H 0.44457 1.77150 -0.68382 0.18

---

Energy comparison, zero being the most stable, in kcal/mol: a 30.9; b 0.0; c 11.0; d 77.8.

---

a:
13
Properties=species:S:1:pos:R:3:nbo_charge:R:1 method="wB97M-V/def2-TZVPD" orbital_gap_ev=8.635 homo_energy_ha=-0.349 e_lumo_ev=-0.85
S 1.05037 2.13282 -0.67446 0.02
O -2.77170 0.93240 0.30583 -0.51
O -0.49870 -2.23558 -0.23165 -0.53
N -0.55007 0.07874 0.03661 -0.57
C -1.01993 -1.16301 -0.05652 0.55
C 0.70232 0.58512 -0.29407 0.10
C 1.82025 -0.42046 -0.01637 -0.70
C -1.54870 1.10779 0.33403 0.55
H 1.57061 -1.14717 0.77239 0.24
H -1.17285 2.05102 0.74273 0.18
H -2.32155 -1.12727 -0.41560 0.14
H 2.80670 0.13775 0.55774 0.25
H 1.93325 -0.93215 -1.06066 0.26

---

b:
13
Properties=species:S:1:pos:R:3:nbo_charge:R:1 method="wB97M-V/def2-TZVPD" smiles=Nc1cc(S)oc1O orbital_gap_ev=8.505 homo_energy_ha=-0.308 e_lumo_ev=0.12
S 2.66816 -0.01948 0.01905 0.04
O -1.97740 -1.55504 -0.02444 -0.65
O 0.20587 -0.95261 -0.08090 -0.39
N -2.58503 1.05003 0.02522 -0.89
C -1.10376 0.67609 0.16847 -0.07
C 0.98931 0.06332 -0.22966 0.03
C -0.98663 -0.61878 0.09615 0.54
C 0.19847 1.21872 -0.25416 -0.29
H -2.63390 -0.82743 -0.05235 0.51
H 2.45160 0.33660 1.59677 0.14
H -3.07618 1.49931 1.01770 0.39
H 0.74789 2.25865 -0.12085 0.25
H -2.49694 1.71928 -0.76454 0.39

---

c:
13
Properties=species:S:1:pos:R:3:nbo_charge:R:1 method="wB97M-V/def2-TZVPD" orbital_gap_ev=8.536 homo_energy_ha=-0.336 e_lumo_ev=-0.60
S 1.08027 1.07234 -0.70999 0.22
O -3.35352 0.76246 0.84484 -0.36
O -3.51497 -0.23639 -1.03754 -0.37
N -2.86686 0.17353 -0.09098 0.45
C 0.80191 -0.75307 -0.37209 -0.49
C -0.27902 1.62850 0.23223 -0.56
C -1.51874 -0.00536 -0.20150 0.15
C -0.66577 -0.96215 -0.50964 -0.21
H -0.77539 2.59959 -0.14002 0.25
H -0.95522 -1.90676 -0.74304 0.23
H 1.21762 -0.84188 0.71510 0.24
H 1.33462 -1.25100 -1.03042 0.22
H -0.06270 1.56234 1.36785 0.23

---

d:
13
Properties=species:S:1:pos:R:3:nbo_charge:R:1 method="wB97M-V/def2-TZVPD" orbital_gap_ev="7.089 / 7.080" homo_energy_ha="-0.290 / -0.286" e_lumo_ev="-0.79 / -0.71"
S 0.00826 1.67110 -0.06050 0.34
O -1.19044 -2.18787 -0.28969 -0.66
O 2.86696 -1.02294 0.18400 -0.68
N -2.25233 0.79532 0.20204 -0.86
C -1.00674 0.21520 0.05005 -0.14
C 1.82806 -0.19761 0.11543 0.32
C 1.71578 1.12044 0.03370 -0.59
C -0.67823 -0.96906 -0.53662 0.32
H -1.85986 -2.14239 0.39796 0.47
H -2.97181 0.19967 0.70627 0.38
H 3.65252 -0.65916 -0.22976 0.48
H 2.37955 1.94742 0.04830 0.23
H -2.49174 1.22989 -0.62119 0.39

---

Energy comparison, zero being the most stable, in kcal/mol: a 0.0; b 31.7; c 87.8; d 102.3.

---

a:
13
Properties=species:S:1:pos:R:3:nbo_charge:R:1 method="wB97M-V/def2-TZVPD" smiles="CC1=NOC(=O)SC1" orbital_gap_ev=10.360 homo_energy_ha=-0.367 e_lumo_ev=0.38
S -0.82362 1.28573 -0.22957 0.24
O -2.58942 -0.61632 -0.17216 -0.54
O -0.55362 -1.35426 0.35714 -0.38
N 0.77314 -1.30087 -0.09639 -0.11
C 2.83758 -0.15582 -0.34703 -0.65
C 0.75829 1.04108 0.63401 -0.61
C 1.39730 -0.20084 0.08973 0.24
C -1.42360 -0.36866 -0.02777 0.60
H 3.12499 -1.10774 -0.76136 0.25
H 2.97604 0.62567 -1.12870 0.23
H 1.39035 1.90403 0.45857 0.25
H 0.50842 0.94171 1.69482 0.25
H 3.49311 0.04095 0.51099 0.23

---

b:
13
Properties=species:S:1:pos:R:3:nbo_charge:R:1 method="wB97M-V/def2-TZVPD" orbital_gap_ev=9.536 homo_energy_ha=-0.334 e_lumo_ev=0.46
S 0.83274 -0.04718 -2.00556 -0.01
O -1.08722 0.43791 1.32507 -0.44
O 2.36793 1.31953 0.52962 -0.56
N 1.10406 1.18632 1.30035 -0.21
C 0.16085 0.52950 0.70572 0.48
C -1.72748 -0.38501 0.49031 0.16
C 0.22888 -0.62206 -0.39470 -0.43
C -1.12632 -1.10135 -0.39490 -0.33
H 1.05194 -1.17970 0.02512 0.26
H 2.84354 1.69473 1.65532 0.50
H -1.46946 -1.83151 -1.14865 0.25
H -0.42725 0.31067 -2.66564 0.14
H -2.75220 -0.31186 0.57793 0.19

---

c:
13
Properties=species:S:1:pos:R:3:nbo_charge:R:1 method="wB97M-V/def2-TZVPD" smiles="O[C@@H]1C[C@]12ON=CS2" orbital_gap_ev=9.589 homo_energy_ha=-0.329 e_lumo_ev=0.64
S 0.50632 1.61422 -0.03693 0.24
O -0.18144 -0.64112 1.06798 -0.36
O -0.90938 -1.99912 -1.19438 -0.68
N -1.01815 0.29361 1.56348 -0.10
C 1.44510 -1.06705 -0.79493 -0.46
C 0.00097 -0.92508 -1.32171 0.05
C -0.80201 1.46815 1.15746 -0.13
C 0.43681 -0.16626 -0.15396 0.04
H -0.15679 -0.37707 -2.27340 0.20
H -1.38024 2.36448 1.43213 0.24
H 1.65318 -1.94332 -0.21372 0.24
H 2.24939 -0.72421 -1.38168 0.23
H -1.09817 -1.93925 -0.22672 0.48

---

Energy comparison, zero being the most stable, in kcal/mol: a 0.0; b 87.3; c 41.7.

---

a:
18
Properties=species:S:1:pos:R:3:nbo_charge:R:1 method="wB97M-V/def2-TZVPD" orbital_gap_ev="9.700 / 5.867" homo_energy_ha="-0.498 / -0.449" charge=+1 e_lumo_ev="-3.85 / -6.34"
S 0.59553 0.05102 0.68534 0.51
N -1.94502 0.39094 0.20048 -0.11
N -2.01509 1.64923 0.34077 -0.29
C 1.60077 -1.46104 0.43731 -0.72
C 2.38840 2.04103 -0.60126 -0.48
C -0.96125 -0.40808 0.29290 -0.13
C -3.28006 -0.09081 -0.30369 -0.37
H 2.49819 -1.44430 0.98240 0.27
H -4.05847 0.04967 0.41692 0.26
H -1.19137 -1.41020 -0.12035 0.25
H 2.66668 1.92151 0.37800 0.16
H 1.04798 -2.22842 0.85824 0.25
H 2.23322 1.20157 -1.28802 0.17
H 1.94732 -1.51654 -0.61110 0.26
H -1.18684 2.19384 0.67951 0.36
H 2.20291 3.04751 -0.93452 0.19
H -3.03530 -1.15422 -0.50446 0.20
H -3.33063 0.30347 -1.26547 0.24

---

b:
18
Properties=species:S:1:pos:R:3:nbo_charge:R:1 method="wB97M-V/def2-TZVPD" smiles="CC(C)S/[NH+]=C/N" orbital_gap_ev=9.780 homo_energy_ha=-0.498 charge=+1 e_lumo_ev=-3.77
S 1.24185 0.54627 0.98585 0.36
N 1.48451 -3.14268 -0.16078 -0.72
N 1.27122 -1.15604 1.04044 -0.69
C -0.46473 0.83412 -1.35723 -0.67
C 1.66803 -1.84576 -0.01684 0.39
C -0.95230 2.30218 0.58685 -0.65
C -0.51256 0.95143 0.11701 -0.20
H -1.40470 1.07451 -1.74334 0.24
H 0.99503 -3.79870 0.52228 0.45
H -2.02764 2.26436 0.36838 0.25
H 0.89265 -1.82658 1.80608 0.42
H -0.92105 2.33648 1.73165 0.24
H -0.40444 -0.12416 -1.82481 0.23
H -0.26512 3.06720 0.06447 0.23
H 0.17937 1.73924 -1.61758 0.23
H -1.09552 0.27235 0.62825 0.20
H 2.00403 -3.41346 -0.96813 0.44
H 2.27689 -1.33032 -0.73210 0.24

---

Energy comparison, zero being the most stable, in kcal/mol: a 102.5; b 0.0.

---

a:
9
Properties=species:S:1:pos:R:3:nbo_charge:R:1 method="wB97M-V/def2-TZVPD" smiles="C=C(O)F.Br" orbital_gap_ev=9.923 homo_energy_ha=-0.342 e_lumo_ev=0.61
Br 2.74279 0.67540 -0.57583 -0.19
F -1.64417 -1.38955 0.40136 -0.32
O -0.22766 -0.54082 -1.10187 -0.70
C -0.43927 0.43505 1.12259 -0.60
C -0.70911 -0.49191 0.18212 0.66
H 1.66436 0.84048 -1.37353 0.20
H -0.93062 0.34363 2.08601 0.23
H -0.80831 -1.09443 -1.61510 0.50
H 0.35200 1.22215 0.87424 0.23

---

b:
9
Properties=species:S:1:pos:R:3:nbo_charge:R:1 method="wB97M-V/def2-TZVPD" orbital_gap_ev="9.752 / 7.238" homo_energy_ha="-0.329 / -0.284" e_lumo_ev="0.80 / -0.48"
Br 3.03713 -0.45022 0.07156 0.05
F 1.64819 1.64212 -0.65247 -0.34
O -1.58287 -1.69988 -0.51409 -0.70
C -1.57683 -0.42696 -0.06020 -0.06
C 1.82527 0.93467 0.46294 0.11
H -2.46358 -2.01759 -0.78651 0.49
H -1.87126 0.46277 -0.71365 0.13
H 2.03814 1.69034 1.33053 0.17
H -1.05420 -0.13525 0.86189 0.15

---

Energy comparison, zero being the most stable, in kcal/mol: a 0.0; b 86.7.

---

a:
19
Properties=species:S:1:pos:R:3:nbo_charge:R:1 method="wB97M-V/def2-TZVPD" orbital_gap_ev="10.856 / 4.412" homo_energy_ha="-0.528 / -0.528" charge=+1 e_lumo_ev="-3.52 / -9.97" multiplicity=2
O 1.59224 -1.60264 -1.66458 -0.69
O -0.12389 -0.31347 4.16854 -0.93
O -0.87942 2.42688 0.10442 -0.29
C -0.69759 -0.76558 -1.17928 -0.41
C 0.48916 -1.65098 -0.79790 -0.08
C 0.00767 1.36683 0.01491 -0.09
C -0.27522 0.68904 -1.35630 -0.37
H 1.03634 1.74250 0.11734 0.29
H -1.04473 -1.10983 -2.16067 0.26
H -0.81648 3.03091 -0.66214 0.52
H 0.16570 -2.69421 -0.68962 0.21
H 0.88069 -1.34912 0.17942 0.18
H -0.20450 0.68017 0.83059 0.23
H -1.47613 -0.91150 -0.43278 0.25
H 0.52549 0.90886 -2.05682 0.27
H -1.19067 1.14384 -1.78286 0.25
H -0.65670 -0.58605 4.91752 0.48
H -0.58917 -0.74538 3.41537 0.45
H 1.32015 -1.91140 -2.53995 0.48

---

b:
19
Properties=species:S:1:pos:R:3:nbo_charge:R:1 method="wB97M-V/def2-TZVPD" orbital_gap_ev="8.041 / 4.696" homo_energy_ha="-0.530 / -0.530" charge=+1 e_lumo_ev="-6.38 / -9.73" multiplicity=2
O -2.38229 1.62724 1.14183 -0.98
O 2.66247 -0.39410 -1.58648 -0.02
O -2.34479 -1.80124 1.88429 -0.91
C -0.47278 -0.55564 -0.72037 -0.63
C 0.87010 0.07269 -0.10509 -0.31
C 1.11285 1.47009 -0.74975 -0.62
C 2.03495 -0.76672 -0.58420 0.46
H -1.23990 0.26387 -1.07543 0.26
H 0.30090 1.50747 -1.57679 0.24
H -2.85293 2.45540 1.54980 0.51
H -2.04926 1.83489 0.20349 0.47
H 0.83513 0.22204 1.04208 0.30
H 1.99468 1.60492 -1.32542 0.23
H -0.29380 -1.33885 -1.60814 0.26
H 1.00171 2.13891 0.08590 0.25
H -2.10308 -0.91752 1.53258 0.46
H -1.04431 -1.10469 0.07081 0.26
H -1.72263 -1.83718 2.59063 0.46
H 2.41975 -1.60698 -0.05014 0.29

---

Energy comparison, zero being the most stable, in kcal/mol: a 0.0; b 21.1.

---

a:
16
Properties=species:S:1:pos:R:3:nbo_charge:R:1 method="wB97M-V/def2-TZVPD" smiles="NC/C=C(/O)NN" orbital_gap_ev=8.503 homo_energy_ha=-0.287 e_lumo_ev=0.69
O 1.84041 -0.72608 -1.13817 -0.68
N 0.20915 -1.10745 0.46070 -0.49
N -2.14180 1.15687 -0.42719 -0.83
N 1.08265 -2.11448 0.94417 -0.68
C 0.40017 1.05672 -0.59962 -0.41
C 0.80853 -0.20496 -0.43479 0.46
C -0.87096 1.67731 0.03793 -0.24
H -0.67646 1.38946 1.09048 0.17
H 0.89165 1.63820 -1.36222 0.21
H 0.54758 -2.95571 1.13442 0.37
H -2.17572 0.14674 -0.34192 0.35
H -0.37132 -0.64652 1.15469 0.36
H 1.57957 -1.83392 1.78965 0.35
H -2.27423 1.38034 -1.40850 0.36
H -0.85136 2.75559 -0.12937 0.20
H 2.00214 -1.61211 -0.77025 0.50

---

b:
16
Properties=species:S:1:pos:R:3:nbo_charge:R:1 method="wB97M-V/def2-TZVPD" smiles="CN(N)C(=O)CN" orbital_gap_ev=9.396 homo_energy_ha=-0.326 e_lumo_ev=0.52
O 2.08673 -0.45983 0.05877 -0.54
N -0.73370 0.31940 -1.99872 -0.85
N -0.89413 1.15047 0.75342 -0.66
N -0.07974 -0.01649 0.77267 -0.36
C 0.22499 -0.64405 -1.46113 -0.34
C 0.27911 -0.39593 2.13013 -0.41
C 0.94209 -0.18095 -0.21805 0.66
H -0.26213 1.03658 -2.54214 0.36
H -0.30129 1.98197 0.73798 0.33
H -0.49840 -1.27916 -0.72805 0.27
H -0.60946 -0.30129 2.74931 0.22
H 1.05353 0.25270 2.54773 0.18
H -1.39717 -0.14644 -2.60692 0.37
H 0.95482 -1.02886 -2.18372 0.20
H 0.65231 -1.41726 2.11117 0.20
H -1.41757 1.12912 -0.12246 0.39

---

Energy comparison, zero being the most stable, in kcal/mol: a 0.0; b 11.7.